A molecular structure, C21H43N2OP3Yb, computed with ωB97M-V/def2-TZVPD.

Last column: Löwdin spin population.
Atoms and positions in Å:
Yb -2.2977 1.6534 -0.1661  0.00
P -1.6546 -1.9202 1.2371  0.27
P 1.1135 -1.0210 2.6452  0.39
P 1.9166 -1.7724 -1.5923  0.00
H -1.0235 5.1460 -3.1157  0.00
C -1.2077 4.3276 -3.8226  0.00
C -2.3415 3.6055 -3.8638  0.00
H -3.1719 3.7261 -3.1532  0.00
C -3.2756 -1.4132 1.9067  0.05
C -1.4836 -3.5323 2.1008  0.01
C -2.1302 -2.5435 -0.4125  0.05
C 2.7368 -0.1542 2.5937  0.08
C 0.5780 -0.4441 4.3224  0.04
C 1.7273 -2.7378 3.0148  0.04
C 1.5146 -2.1014 -3.3180  0.00
C 1.7203 -3.3555 -0.7779  0.00
C 3.6761 -1.3948 -1.4718  0.00
H -0.5107 4.2901 -4.6772  0.00
H -2.4971 2.8806 -4.6799  0.00
H -3.6246 -0.4434 1.5262  0.00
H -3.1731 -1.3137 2.9916  0.00
H -4.0395 -2.1650 1.6910  0.01
H -1.2390 -3.3781 3.1546  0.00
H -0.6759 -4.1322 1.6721  0.00
H -2.4005 -4.1269 2.0543  0.01
H -1.9529 -1.7568 -1.1551  0.00
H -3.1837 -2.8372 -0.4534  0.01
H -1.5099 -3.4013 -0.6911  0.00
H 3.4290 -0.5954 3.3250  0.01
H 2.5866 0.9098 2.8241  0.00
H 3.1586 -0.2467 1.5825  0.00
H 1.3662 -0.5790 5.0788  0.01
H -0.3300 -0.9850 4.6227  0.00
H 0.3358 0.6246 4.2454  0.00
H 2.7747 -2.7022 3.3505  0.01
H 1.6726 -3.3230 2.0844  0.00
H 1.0967 -3.2206 3.7750  0.00
H 2.1049 -2.9929 -3.5690  0.00
H 1.7393 -1.3174 -4.0598  0.00
H 0.4586 -2.3750 -3.4346  0.00
H 1.7187 -4.0834 -1.5984  0.00
H 0.7801 -3.4846 -0.2337  0.00
H 2.5589 -3.5753 -0.1069  0.00
H 4.1936 -2.0205 -2.2282  0.00
H 4.0341 -1.6365 -0.4499  0.00
H 3.8979 -0.3408 -1.6930  0.00
C 0.1419 1.1667 -2.3088  0.00
C 1.3452 1.8988 -2.5188  0.00
C 1.7587 2.2332 -3.8146  0.00
C 1.0808 1.7725 -4.9481  0.00
C -0.0434 0.9611 -4.7652  0.00
C -0.5115 0.6681 -3.4803  0.00
O -0.3518 0.9745 -1.0777  0.00
H 1.1875 -0.7768 -0.9312  0.00
H 1.8222 2.3137 -1.6301  0.00
H 2.5905 2.9332 -3.9825  0.00
H 1.4272 2.0299 -5.9669  0.00
H -0.5197 0.5683 -5.6692  0.00
H -1.4126 0.0775 -3.3244  0.00
C -0.5811 3.4866 1.1826  0.00
C -1.3372 2.9726 2.3520  0.00
N -1.9015 1.7647 2.3882  0.00
C -2.3537 1.5956 3.6990  0.00
C -2.2454 2.7802 4.3556  0.00
N -1.5838 3.6406 3.4959  0.00
H 0.0412 4.3096 1.5381  0.00
H 0.1103 2.7325 0.7672  0.00
H -1.2634 3.8799 0.4057  0.00
H -2.6784 0.6427 4.0883  0.00
H -2.5873 3.0473 5.3362  0.00
H -1.3006 4.5864 3.7344  0.00

**Lowest unoccupied orbital energy (alpha / beta)**: -8.88 / -11.27 eV
**⟨S²⟩**: 0.75
**ΔE to the lowest compared entry with this formula, charge and spin**: 1.9982 eV
**Spin multiplicity**: 2
**Charge**: +3
**Orbital gap (alpha / beta)**: 6.35 / 3.97 eV


A molecular structure, C10H10BrMgNO3, computed with ωB97M-V/def2-TZVPD.

Last column: Löwdin charge in e.
Atoms and positions in Å:
C -1.5173 -0.8040 0.2885  -0.25
C -1.9915 -1.3730 1.4963  -0.21
C -2.5041 -0.3234 2.3016  -0.21
H -1.9569 -2.4417 1.7038  0.06
C -2.3205 0.9222 1.6192  -0.19
C -1.6990 0.6198 0.3591  -0.20
H -1.4157 1.3157 -0.4340  0.06
H -1.2209 -1.3927 -0.5747  0.06
H -2.9990 -0.4720 3.2539  0.05
H -2.6857 1.9083 1.9195  0.05
Mg 1.1923 -0.2508 0.3018  0.48
Br 3.1388 -1.8962 0.4453  -0.07
C 2.0539 0.6318 -1.7077  -0.27
C 1.0401 1.4366 -2.3013  -0.19
C 0.0801 0.5774 -2.8977  -0.19
H 1.0226 2.5248 -2.3452  0.07
C 0.4777 -0.7654 -2.6810  -0.20
C 1.7341 -0.7545 -2.0158  -0.33
H 2.3587 -1.6395 -1.8690  -0.01
H 2.9570 1.0046 -1.2155  0.08
H -0.7917 0.8951 -3.4756  0.07
H -0.0370 -1.6487 -3.0424  0.07
O 1.5054 0.7491 3.9498  0.02
N 1.2795 0.4975 2.7733  -0.49
O 0.7721 -0.6388 2.3783  -0.14
O 1.5271 1.3180 1.7696  -0.13

**Lowest unoccupied orbital energy**: 5.48 eV
**ΔE to the lowest compared entry with this formula, charge and spin**: 0.0000 eV
**Charge**: -2
**Orbital gap**: 6.07 eV


A molecular structure, C38H37CoN13O3S, computed with ωB97M-V/def2-TZVPD.

Last column: Löwdin spin population.
Atoms and positions in Å:
Co 0.9786 -0.5076 -0.4279  2.73
C 4.6830 1.2093 4.2054  0.00
C 4.2489 -0.2469 4.3447  0.00
N 2.8993 -0.5067 3.8391  0.00
C 1.8088 -0.5255 4.8062  0.00
C 1.1797 0.8496 5.0237  0.00
C 2.6918 -0.6622 2.5128  0.01
S 1.0937 -1.0131 1.9820  0.05
N 3.8030 -0.5480 1.7713  0.00
C 3.8794 -0.5789 0.4482  0.01
O 2.9520 -0.6656 -0.3967  0.04
C 5.2701 -0.4816 -0.1010  0.00
C 5.4486 -0.4325 -1.4814  0.00
C 6.7222 -0.3702 -2.0234  0.00
C 7.8302 -0.3596 -1.1876  0.00
C 7.6586 -0.3992 0.1894  0.00
C 6.3847 -0.4586 0.7320  0.00
H 5.6949 1.3370 4.5930  0.00
H 4.0191 1.8744 4.7577  0.00
H 4.6721 1.4964 3.1548  0.00
H 4.2610 -0.5444 5.3934  0.00
H 4.9405 -0.8828 3.7969  0.00
H 2.2054 -0.9090 5.7465  0.00
H 1.0479 -1.2162 4.4540  0.00
H 1.8612 1.5242 5.5424  0.00
H 0.2732 0.7536 5.6225  0.00
H 0.9160 1.2898 4.0611  0.00
H 4.5725 -0.4410 -2.1159  0.00
H 6.8515 -0.3272 -3.0972  0.00
H 8.8270 -0.3240 -1.6084  0.00
H 8.5205 -0.3803 0.8439  0.00
H 6.2422 -0.4860 1.8026  0.00
C -1.3054 -0.3877 -5.4442  0.00
N -0.2750 -0.6395 -4.4497  0.00
C 0.0745 0.0871 -3.3886  0.00
N 0.9981 -0.5472 -2.6948  0.02
C 1.1990 -1.6820 -3.4150  0.00
N 0.4520 -1.7734 -4.4874  0.00
C -2.7009 -0.6704 -4.9352  0.00
C -3.5107 -1.5877 -5.5884  0.00
C -4.8050 -1.8257 -5.1426  0.00
C -5.3016 -1.1508 -4.0439  0.00
C -4.4908 -0.2305 -3.3821  0.00
C -3.1964 0.0040 -3.8264  0.00
C -5.0201 0.4823 -2.2264  0.00
N -6.2544 0.5755 -1.8589  0.00
N -6.2705 1.3353 -0.7151  0.00
C -5.0440 1.6540 -0.4602  0.00
O -4.1914 1.1453 -1.3826  0.00
C -4.5530 2.4363 0.6671  0.00
C -5.4612 2.8444 1.6388  0.00
C -5.0120 3.5674 2.7290  0.00
C -3.6677 3.8780 2.8530  0.00
C -2.7558 3.4738 1.8847  0.00
C -1.3008 3.8532 2.0733  0.00
N -0.4073 3.1748 1.1604  0.00
C -0.0689 1.8862 1.1714  0.00
N 0.6867 1.6228 0.1219  0.03
C 0.7856 2.8225 -0.5083  0.00
N 0.1178 3.7866 0.0787  0.00
C -3.2007 2.7506 0.7896  0.00
H -1.0710 -1.0354 -6.2845  0.00
H -1.2246 0.6507 -5.7685  0.00
H -0.3425 1.0492 -3.1426  0.00
H 1.9368 -2.4260 -3.1659  0.00
H -3.1305 -2.1260 -6.4482  0.00
H -5.4232 -2.5532 -5.6510  0.00
H -6.3040 -1.3254 -3.6790  0.00
H -2.5884 0.7283 -3.2987  0.00
H -6.5027 2.5786 1.5246  0.00
H -5.7083 3.8773 3.4965  0.00
H -3.3178 4.4301 3.7181  0.00
H -0.9933 3.6146 3.0918  0.00
H -1.1678 4.9218 1.9128  0.00
H -0.3861 1.1817 1.9243  0.00
H 1.3472 2.9703 -1.4161  0.00
H -2.5099 2.4020 0.0312  0.00
N -0.9944 -0.4662 -0.6424  0.03
C -2.0199 -0.8049 -0.2053  0.01
C -3.2305 -1.1916 0.3274  0.01
C -3.9447 -2.2131 -0.3425  0.00
N -4.4786 -3.0518 -0.9286  0.00
C -3.6732 -0.5658 1.5163  0.00
N -3.9947 -0.0153 2.4780  0.00
C -0.0786 -5.1820 -0.2500  0.00
C -0.3645 -3.6954 -0.2947  0.00
O 0.8287 -2.9286 -0.5010  0.02
H -0.9919 -5.7162 0.0120  0.00
H 0.6839 -5.4043 0.4969  0.00
H 0.2628 -5.5422 -1.2233  0.00
H -0.7660 -3.3549 0.6582  0.00
H -1.0948 -3.4753 -1.0776  0.00
H 1.2849 -3.2835 -1.2706  0.00

**Lowest unoccupied orbital energy (alpha / beta)**: 0.10 / 0.00 eV
**⟨S²⟩**: 3.76
**Spin multiplicity**: 4
**Orbital gap (alpha / beta)**: 8.02 / 8.04 eV


Table of maximum force (eV Å⁻¹), in record order: 2.588 2.807 0.904